This record from OMol25 describes a structure of composition C38H33FeN6O4Se. The level of theory is ωB97M-V/def2-TZVPD.

For the energy relative to the best compared isomer or geometry (same formula, charge and spin), the calculation gives 67.4 kcal/mol. As for the spin multiplicity: 6. The expectation value of S² is 8.805. The total energy is -5762.4535 Ha. The value obtained for the HOMO-LUMO gap (alpha / beta) is 7.3 / 5.8 eV.

Geometry as XYZ:
```
83
Properties=species:S:1:pos:R:3:forces:R:3:mulliken_charge:R:1
C 3.27389 1.25248 -3.04533 -0.10 0.11 -0.07 -0.283
C 1.82206 3.01421 -4.05536 -0.25 0.19 0.00 -0.743
H -1.00395 -1.97435 -0.59480 0.09 0.02 -0.07 0.252
C 0.36858 4.45766 0.74458 -0.01 -0.01 0.02 -1.067
H 3.63038 -5.88921 2.90316 0.00 0.00 0.00 0.403
O -1.24956 -1.98110 1.45975 -0.13 0.00 -0.07 -0.378
C -3.57140 2.55998 -1.90729 0.01 0.07 -0.11 -0.256
C -1.97104 2.99484 0.62827 0.01 -0.05 0.00 -0.343
C 4.52983 -0.24842 -2.22785 -0.03 0.13 0.19 -0.210
C 2.05187 -2.52085 -2.68032 -0.08 -0.17 0.01 0.272
C 2.13458 0.73470 4.49834 -0.01 0.00 -0.02 -0.594
C -3.00983 0.29522 -2.43895 0.02 -0.03 0.05 -0.242
N 1.04511 1.45011 -2.40917 0.05 0.29 0.18 0.315
H 2.29163 1.46836 5.27789 0.01 0.00 0.00 0.407
O -0.67282 0.50069 -0.88401 -0.73 -0.91 -0.20 1.778
C 1.94970 0.17908 2.16712 0.05 0.08 -0.02 0.068
N 5.18145 0.43822 -3.16059 0.01 0.08 -0.15 0.120
C -0.64280 -1.48774 0.31787 0.23 0.00 0.15 -0.276
H 0.33871 -3.93934 -0.22286 0.02 0.00 -0.01 0.329
H 1.85798 -0.89860 5.86350 0.00 0.00 0.00 0.413
C -2.64011 1.53026 -1.90740 -0.02 -0.10 0.08 0.294
H 1.45504 -2.55828 4.10174 0.00 0.00 -0.01 0.627
C 2.00038 1.96338 -3.22401 0.15 -0.22 0.11 0.477
O 0.79148 -1.60178 0.30524 -0.14 -0.15 -0.26 0.782
H -4.55737 -1.35216 1.43742 0.00 -0.01 0.00 0.348
C 2.22550 -6.27859 1.32638 -0.01 -0.01 0.00 -0.480
C -4.86032 2.34931 -2.38439 0.02 0.01 -0.01 -0.980
H 2.35147 2.14789 2.89294 -0.01 0.00 -0.01 0.514
H -2.47972 -1.48378 3.78205 0.01 0.00 0.00 0.422
H 1.28987 5.02522 0.77883 0.00 0.00 0.00 0.489
C -1.20737 1.73118 -1.44046 0.46 0.40 0.24 2.468
Fe 1.32434 -0.36270 -1.56455 -0.15 0.63 -0.25 -0.070
H 0.95862 3.39543 -1.00731 -0.02 0.03 -0.01 0.207
H 4.94037 -1.07366 -1.67164 -0.04 -0.04 -0.05 0.553
C 1.30570 -5.71688 0.44744 0.01 0.01 0.00 -0.932
H 0.79691 -6.33992 -0.27652 0.00 0.00 0.00 0.413
C -0.60337 4.64654 1.71546 0.00 -0.01 -0.02 -0.692
C -2.41313 -0.65226 3.08038 0.02 0.00 0.05 -1.498
H -2.28175 -0.50710 -2.48438 -0.02 0.01 0.05 0.034
H -3.74391 -2.84055 1.96842 0.00 0.01 0.00 0.384
Se 0.53038 -1.82439 -3.44184 0.09 -0.34 0.07 -0.125
N 0.65807 3.79109 -3.91945 0.24 -0.07 -0.07 -0.653
O -2.34816 -0.07243 0.72679 -0.05 -0.25 -0.07 -0.155
H -3.61747 -2.30174 0.27737 0.02 -0.01 0.01 0.398
N 3.31642 0.25319 -2.10821 0.19 -0.29 -0.07 0.065
H -3.25448 0.02120 3.24128 -0.01 -0.02 0.01 0.337
H -4.56371 -0.88839 -3.30709 0.00 0.01 0.00 0.478
H -1.15065 3.95625 -3.02117 -0.02 -0.04 -0.05 0.465
H -3.29527 3.54296 -1.54905 -0.01 -0.02 0.05 0.479
H 6.11066 0.28925 -3.51337 0.01 0.02 0.02 0.181
C 2.16143 1.11692 3.16208 0.00 -0.05 0.02 -0.678
C -1.00036 -0.02881 0.35920 0.22 0.52 0.21 -0.314
N 4.39518 1.40091 -3.70686 0.06 -0.10 0.11 -0.797
C -0.30106 3.31041 -3.23837 -0.05 -0.04 0.05 -0.354
C -0.29926 1.89006 -2.70230 -0.01 0.05 -0.01 -1.010
N 2.99962 -2.83578 -2.08898 -0.01 -0.09 -0.04 -0.579
H -0.39829 0.46626 1.13360 -0.14 0.13 0.02 -0.068
H -5.57206 3.16482 -2.37336 0.00 0.00 0.00 0.444
C -5.23188 1.10754 -2.87064 0.05 -0.03 0.00 -0.692
H 2.59905 3.37622 -4.70913 -0.01 0.04 0.01 0.488
H 1.99960 0.49319 1.13085 -0.03 0.00 -0.01 0.266
C -2.44269 -1.17129 1.66273 0.11 0.15 -0.05 1.041
C -1.01206 2.81122 -0.36902 0.00 -0.03 0.01 0.347
C 1.04220 -4.36246 0.48131 0.02 -0.02 -0.03 -0.357
H -0.45030 5.36445 2.51114 0.00 0.00 0.00 0.420
C 0.17360 3.54269 -0.28114 0.00 0.00 0.00 -0.388
C 2.63443 -4.10834 2.27986 0.04 -0.04 0.02 -0.504
C -1.77208 3.90233 1.65840 0.02 0.00 0.00 -1.076
C 1.70756 -1.16737 2.47927 -0.02 -0.09 0.03 0.870
C 1.42024 -2.12606 1.43543 0.11 0.07 -0.04 -1.715
C 1.68614 -1.53648 3.83269 -0.01 0.03 0.06 -0.618
C -4.29447 0.08087 -2.90674 -0.04 0.04 -0.01 -0.938
C -3.66943 -1.97238 1.31468 -0.07 -0.01 -0.01 -1.731
H -6.23867 0.94154 -3.23153 0.01 0.00 -0.01 0.395
H -1.48185 -0.11552 3.26563 -0.01 0.01 -0.01 0.219
C 2.89190 -5.46450 2.23541 -0.01 0.02 0.00 -0.879
H 2.43411 -7.33967 1.29185 0.00 0.00 0.00 0.403
H -0.74159 1.23188 -3.47458 -0.05 -0.01 0.03 0.790
C 1.89717 -0.59486 4.82518 0.00 -0.01 -0.02 -0.893
H -2.53516 4.02543 2.41663 0.00 0.00 0.00 0.442
C 1.68997 -3.52786 1.41179 -0.02 0.12 0.01 1.609
H -2.88007 2.41088 0.61221 -0.03 0.00 -0.02 0.527
H 3.19630 -3.48073 2.95783 -0.01 0.00 0.00 0.537
```
Positions in Å, forces in eV/Å.

---

This record from OMol25 describes the ion C12H12NO with charge +1. The level of theory is ωB97M-V/def2-TZVPD.

For the energy relative to the best compared isomer or geometry (same formula, charge and spin), the calculation gives 124.3 kcal/mol. As for the charge: +1. As for the spin multiplicity: 1. The total energy is -594.0511 Ha. The value obtained for the HOMO-LUMO gap (alpha / beta) is 7.9 / 7.9 eV.

Geometry as XYZ:
```
26
Properties=species:S:1:pos:R:3:forces:R:3:mulliken_charge:R:1
H 2.87912 -1.92098 0.56138 0.41 -0.89 0.06 0.413
O 2.60450 1.27128 -0.25570 -0.26 0.16 -0.17 -0.385
H 0.76129 -0.46466 -1.27805 0.99 -2.75 0.42 0.135
H 1.31917 2.85108 0.18122 0.07 -0.88 -0.88 0.345
C -2.35676 -1.16752 0.38377 -3.14 -1.10 -0.87 -0.789
H 1.04570 -2.36255 -1.32028 0.18 0.33 0.06 0.421
C 1.33790 1.85125 -0.35519 -0.69 2.12 1.67 -0.489
H 3.35636 0.17052 1.51907 -1.57 0.50 -1.93 0.354
H 0.85798 1.92082 -1.30358 0.54 0.23 -1.35 0.432
C -1.06486 -0.75930 0.39798 -1.58 2.73 -0.59 0.679
H 0.23337 -2.25868 1.16891 -0.18 -0.94 0.07 0.581
C 0.11676 -1.52048 0.40405 2.01 1.35 2.51 -0.525
N 0.41985 0.95241 0.37648 4.06 0.61 2.64 0.154
C -3.38826 -0.26617 -0.04725 1.80 0.36 1.23 -0.500
H -1.68330 2.67992 -0.24969 0.24 -1.64 0.30 0.339
C -3.14501 1.11729 -0.18110 -0.68 -0.83 -0.80 -0.656
H -3.85295 1.91957 -0.43293 -0.25 -1.03 0.13 0.373
H 3.04633 -0.99741 -1.04470 1.11 -0.28 0.60 0.374
C 1.14360 0.20258 1.16987 -1.44 -2.48 -1.30 -0.553
C 1.09597 -1.46061 -0.69578 -0.26 2.55 -0.37 -0.351
C -0.88278 0.67230 0.21655 -0.93 -2.19 -0.78 0.664
H -2.76676 -2.22086 0.50820 1.28 1.27 -0.09 0.342
C 2.52692 -1.16689 -0.10102 -1.12 0.99 -1.44 -0.766
C -1.84133 1.56456 -0.10827 -0.53 2.22 0.05 -0.433
C 2.52616 0.19193 0.67970 1.22 -0.80 1.01 0.410
H -4.28896 -0.79937 -0.19361 -1.26 0.39 -0.17 0.430
```
Positions in Å, forces in eV/Å.